12
Properties=species:S:1:pos:R:3 method="wB97M-V/def2-TZVPD" homo_energy_ev=-9.782 fmax_ev_per_a=0.94 spin_multiplicity=1 relative_energy_ev=0.167 gap_ev=10.4979
O 2.6749 -1.3618 -0.0988
C 1.6211 -1.8096 -0.3117
O 0.5801 -2.2937 -0.5243
C 0.7292 1.1712 0.0678
C -0.4160 0.7088 -0.4263
C -1.5402 0.1356 0.3972
H 1.5024 1.5811 -0.5773
H 0.9287 1.1555 1.1385
H -0.5721 0.7475 -1.5038
H -2.0855 0.9299 0.9210
H -1.1677 -0.5655 1.1522
H -2.2549 -0.3989 -0.2345